16
Properties=species:S:1:pos:R:3:forces:R:3:mulliken_charge:R:1 method="wB97M-V/def2-TZVPD" gap_ev="7.73 / 7.99" e_tot_ev=-49433.841 e_lumo_ev="-0.81 / -1.78" fmax_ha_per_bohr=0.068 e_above_lowest_ev=3.210
C -0.442258 -1.311795 0.842606 2.255 -1.778 0.181 -0.348
C 0.893654 -1.066839 0.388495 -2.900 0.524 -0.607 -0.356
C -1.714550 -0.979378 0.404536 0.515 3.311 -0.935 0.372
C -2.044339 0.233823 -0.449431 1.960 -0.968 -1.843 0.442
C 1.286169 -0.049966 -0.640152 2.084 -1.555 1.029 -0.806
C 1.714029 1.182146 0.119656 -1.086 -0.486 -2.174 0.458
N 1.070916 2.240240 -0.103285 -0.920 1.790 0.061 0.055
O -1.311715 0.645832 -1.320389 -0.992 -0.511 0.889 -0.476
O 0.010424 2.577785 -0.691376 1.982 -0.634 1.152 -0.340
Cl -3.103389 -1.538605 1.090516 -1.169 -1.855 1.483 -0.176
Cl -3.621229 0.912655 -0.357724 -0.743 0.572 0.263 -0.164
Cl 3.237585 1.062581 0.794189 1.207 0.643 1.151 -0.157
H -0.462911 -2.104201 1.621379 -0.101 0.574 -0.482 0.294
H 1.727154 -1.622307 0.794380 -0.289 -0.070 0.422 0.392
H 2.171700 -0.495528 -1.167682 -0.588 0.730 0.308 0.328
H 0.588757 0.313552 -1.325720 -1.213 -0.286 -0.896 0.483